80
Properties=species:S:1:pos:R:3 method="wB97M-V/def2-TZVPD" e_lumo_ev="-11.728 / -13.330" gap_ev="4.7 / 3.1" total_charge=+3 spin_multiplicity=4 e_homo_ev="-16.45 / -16.47"
Re -0.158 -0.138 0.280
P 1.965 -0.108 1.071
C 0.399 1.545 -0.464
O 0.650 2.600 -0.880
P -1.769 0.020 -1.428
C 2.450 1.333 2.106
C 3.438 -0.100 -0.068
C 2.327 -1.557 2.101
C -3.288 -0.892 -0.927
C -2.504 1.687 -1.772
C -1.333 -0.568 -3.123
C 2.495 1.235 3.488
C 2.863 2.330 4.285
C 3.159 3.566 3.687
C 3.086 3.678 2.306
C 2.723 2.581 1.518
H 2.245 0.297 3.979
H 2.929 2.215 5.371
H 3.447 4.428 4.315
H 3.326 4.629 1.826
H 2.657 2.706 0.450
C 1.435 -1.884 3.150
C 1.599 -3.028 3.945
C 2.686 -3.879 3.708
C 3.547 -3.561 2.645
C 3.376 -2.428 1.875
H 0.543 -1.254 3.324
H 0.865 -3.249 4.753
H 2.845 -4.746 4.367
H 4.363 -4.237 2.441
H 4.048 -2.247 1.041
C 4.706 0.337 0.336
C 5.787 0.249 -0.546
C 5.603 -0.253 -1.839
C 4.336 -0.654 -2.239
C 3.253 -0.573 -1.373
H 4.859 0.747 1.344
H 6.778 0.567 -0.213
H 6.450 -0.320 -2.523
H 4.178 -1.041 -3.241
H 2.251 -0.884 -1.688
C -2.475 2.268 -3.047
C -3.101 3.497 -3.280
C -3.718 4.175 -2.224
C -3.695 3.635 -0.932
C -3.076 2.402 -0.715
H -1.956 1.783 -3.869
H -3.099 3.930 -4.295
H -4.220 5.138 -2.404
H -4.165 4.167 -0.096
H -3.036 1.999 0.298
C -3.152 -2.064 -0.181
C -4.263 -2.753 0.294
C -5.543 -2.289 -0.005
C -5.706 -1.131 -0.766
C -4.584 -0.448 -1.252
H -2.149 -2.440 0.043
H -4.115 -3.656 0.906
H -6.422 -2.852 0.361
H -6.710 -0.750 -0.993
H -4.730 0.433 -1.872
C -2.240 -1.356 -3.846
C -1.933 -1.764 -5.140
C -0.696 -1.405 -5.705
C 0.220 -0.636 -4.981
C -0.098 -0.206 -3.701
H -3.192 -1.655 -3.381
H -2.659 -2.358 -5.705
H -0.456 -1.727 -6.707
H 1.193 -0.368 -5.414
H 0.606 0.404 -3.124
H -0.120 -2.236 0.774
H 0.235 -1.951 0.058
F -2.143 -0.381 4.942
C -2.680 -0.069 3.732
F -3.293 -1.198 3.258
F -3.646 0.882 3.844
C -1.530 0.511 2.815
O -0.927 1.495 3.235
O -1.340 -0.174 1.688

***

118
Properties=species:S:1:pos:R:3 method="wB97M-V/def2-TZVPD" e_lumo_ev=-4.943 gap_ev=3.6 total_charge=+1 e_homo_ev=-8.50
C -1.318 0.011 -0.037
C 0.186 -0.100 -0.177
N 0.817 1.282 -0.089
C 0.517 1.900 1.240
C -0.993 2.015 1.411
C -1.708 1.484 0.159
C -1.222 2.272 -1.070
C 0.287 2.155 -1.206
H -1.765 -0.404 -0.948
H -1.622 -0.607 0.816
H 0.665 -0.698 0.607
H 0.505 -0.511 -1.142
H 0.975 1.285 2.023
H 1.010 2.881 1.292
H -1.292 1.441 2.296
H -1.254 3.067 1.586
H -2.788 1.566 0.264
H -1.680 1.875 -1.983
H -1.489 3.331 -0.979
H 0.813 3.115 -1.141
H 0.604 1.678 -2.142
F 4.969 6.047 -0.325
C 4.708 4.813 -0.874
C 5.299 4.491 -2.099
C 5.016 3.212 -2.587
F 5.692 2.790 -3.710
C 4.129 2.340 -1.987
C 3.550 2.691 -0.736
C 2.875 1.684 0.075
C 3.445 1.355 1.291
C 3.443 0.090 1.911
C 3.220 -1.154 1.243
C 3.025 -2.362 1.975
C 2.822 -3.553 1.305
F 2.600 -4.701 2.034
C 2.823 -3.664 -0.091
C 3.067 -2.483 -0.790
F 3.130 -2.534 -2.166
C 3.234 -1.253 -0.178
Pd 6.022 -0.341 3.394
P 6.530 1.713 4.069
C 5.098 2.816 3.990
C 3.897 2.383 4.569
C 2.738 3.145 4.417
C 2.786 4.360 3.730
C 3.996 4.820 3.206
C 5.156 4.059 3.335
C 7.216 1.828 5.738
C 6.824 2.871 6.596
C 7.335 2.926 7.893
C 8.223 1.942 8.342
C 8.609 0.902 7.489
C 8.102 0.837 6.189
C 7.722 2.446 2.921
C 8.916 3.029 3.378
C 9.832 3.526 2.452
C 9.559 3.459 1.083
C 8.348 2.924 0.634
C 7.434 2.406 1.548
P 7.570 -1.498 2.281
C 7.758 -0.967 0.562
C 8.965 -0.567 -0.038
C 8.942 -0.033 -1.327
C 7.743 0.059 -2.038
C 6.558 -0.419 -1.473
C 6.569 -0.927 -0.178
C 9.202 -1.418 3.028
C 9.687 -2.476 3.813
C 10.890 -2.319 4.503
C 11.594 -1.113 4.429
C 11.107 -0.058 3.651
C 9.906 -0.206 2.958
C 6.995 -3.207 2.184
C 7.277 -3.996 1.055
C 6.768 -5.291 0.978
C 5.979 -5.800 2.013
C 5.697 -5.013 3.131
C 6.207 -3.717 3.221
C 3.867 3.960 -0.187
H 5.953 5.177 -2.613
H 3.943 1.351 -2.419
H 2.157 1.001 -0.401
H 4.031 2.147 1.791
H 3.597 0.052 3.000
H 3.065 -2.339 3.068
H 2.657 -4.605 -0.596
H 3.442 -0.375 -0.795
H 3.876 1.446 5.130
H 1.801 2.791 4.849
H 1.882 4.962 3.616
H 4.046 5.783 2.692
H 6.104 4.437 2.949
H 6.124 3.629 6.242
H 7.034 3.739 8.554
H 8.614 1.985 9.360
H 9.307 0.138 7.833
H 8.373 0.015 5.522
H 9.115 3.093 4.449
H 10.761 3.977 2.806
H 10.283 3.840 0.361
H 8.108 2.903 -0.429
H 6.505 1.946 1.200
H 9.911 -0.676 0.490
H 9.870 0.320 -1.779
H 7.722 0.493 -3.040
H 5.630 -0.415 -2.044
H 5.648 -1.283 0.288
H 9.122 -3.408 3.866
H 11.278 -3.144 5.101
H 12.529 -0.992 4.979
H 11.658 0.881 3.577
H 9.486 0.619 2.373
H 7.889 -3.590 0.248
H 6.988 -5.905 0.104
H 5.578 -6.813 1.950
H 5.076 -5.404 3.937
H 5.965 -3.079 4.077
H 3.455 4.249 0.787

***

10
Properties=species:S:1:pos:R:3 method="wB97M-V/def2-TZVPD" e_lumo_ev="-5.044 / -6.258" gap_ev="8.3 / 7.3" total_charge=+1 spin_multiplicity=4 e_homo_ev="-13.33 / -13.55" e_above_lowest_kj_mol=39.9
C 0.798 -1.899 1.587
C 1.798 -1.202 1.752
H 1.228 0.684 0.384
Li -1.632 0.011 -2.522
O -0.104 2.189 -0.076
C 0.256 0.978 -0.207
C -0.477 -0.076 -0.720
Pd -1.661 2.376 -0.668
H 0.013 -1.054 -0.609
H -0.220 -2.008 1.079